# 1
C3H3NO2 | wB97M-V/def2-TZVPD

Properties
HOMO-LUMO gap = 9.028 eV
Molecular weight = 85.1 g mol⁻¹

The geometry in XYZ format:
```
9
Properties=species:S:1:pos:R:3:forces:R:3:nbo_charge:R:1
O 2.041 -0.065 0.791 -0.0265 -0.3648 0.2771 -0.624
C 0.988 -0.174 0.011 0.2338 0.2354 -0.0836 0.454
C -0.052 0.547 -0.581 -0.0165 -0.1167 -0.4493 0.124
O -1.373 0.650 -0.029 -0.1090 -0.7251 0.5963 -0.477
C -1.882 -0.479 0.393 -0.1840 0.4824 0.2228 0.094
N 0.467 -0.903 -0.866 0.0127 1.3279 -0.3153 -0.334
H 2.564 -0.868 0.660 0.2074 -0.1017 0.1971 0.498
H 0.104 1.446 -1.194 -0.0932 -0.8108 -0.2565 0.190
H -2.857 -0.153 0.815 -0.0248 0.0734 -0.1886 0.076
```
Positions in Å, forces in eV/Å.

---

# 2
C2H9NO2 | wB97M-V/def2-TZVPD

Properties
SMILES = NCO.CO
HOMO-LUMO gap = 10.008 eV
Molecular weight = 79.1 g mol⁻¹

The geometry in XYZ format:
```
14
Properties=species:S:1:pos:R:3:forces:R:3:nbo_charge:R:1
C -0.758 -1.275 -1.158 4.3001 -2.6893 -1.9890 -0.251
O -1.302 -2.478 -1.694 -0.9771 0.2827 -0.1912 -0.730
H -0.784 -1.312 -0.101 -0.0533 0.4553 1.0066 0.169
H -0.973 -0.372 -1.645 -1.3198 1.3222 -0.4228 0.172
H 0.381 -1.393 -1.534 -2.3019 0.3072 1.4437 0.183
H -2.261 -2.495 -1.574 0.2254 0.0619 -0.0047 0.457
N 0.612 2.382 1.484 1.6428 1.6919 -0.2004 -0.868
C 0.356 1.027 1.155 -0.0684 -3.3636 1.4368 0.102
O 1.119 0.368 0.162 1.4267 0.7832 -0.3089 -0.737
H 1.611 2.609 1.883 -2.7924 -1.0464 -0.7824 0.372
H -0.114 2.597 2.163 0.5181 0.5358 0.0156 0.374
H -0.638 0.752 0.707 0.1372 1.4090 1.2797 0.174
H 0.497 0.432 2.152 -0.3920 0.2443 -1.6625 0.108
H 1.877 0.881 -0.159 -0.3453 0.0058 0.3794 0.476
```
Positions in Å, forces in eV/Å.

---

# 3
C26H25IN3O2PtSe | wB97M-V/def2-TZVPD

Properties
Net charge = -1
HOMO-LUMO gap (alpha / beta) = 3.549 / 3.267 eV
Molecular weight = 812.4 g mol⁻¹

The geometry in XYZ format:
```
59
Properties=species:S:1:pos:R:3:forces:R:3:nbo_charge:R:1
Pt 0.617 -4.068 2.964 0.0893 -0.5726 1.0387 0.309
C -3.313 -0.777 -5.527 -0.1318 0.0882 0.1093 -0.243
O -3.985 0.131 -4.696 -0.3270 -0.0696 -0.3042 -0.517
C -3.320 0.565 -3.567 0.3397 0.0278 0.1864 0.185
C -1.979 0.304 -3.297 -0.5975 -0.0349 -0.5067 -0.267
C -1.419 0.738 -2.121 0.1482 0.1545 0.3744 -0.351
C -2.167 1.473 -1.175 0.6648 0.0143 0.6736 0.208
C -3.508 1.787 -1.495 -0.1861 -0.1310 -0.1850 -0.296
C -4.071 1.312 -2.653 0.2098 -0.1418 -0.3208 -0.238
N -1.660 1.842 0.004 -2.3907 -0.0165 0.1674 -0.458
N -0.490 1.500 0.422 3.0750 0.8386 0.1644 -0.201
C -0.111 0.437 1.039 -1.4323 -0.5490 0.1815 0.128
C 2.357 0.098 0.337 0.1122 -0.2673 0.2905 -0.319
C 2.274 -1.329 -0.148 0.4410 0.8935 -0.3797 -0.543
C 1.954 -2.376 0.596 -0.2849 -1.5405 -0.0551 0.508
O 1.757 -3.568 0.627 0.5642 0.7681 -0.5457 -0.622
C -0.361 -1.698 2.119 -1.3151 0.5252 -0.3848 0.014
N -0.936 -2.850 2.476 0.0876 1.0288 -0.4497 -0.499
C -2.230 -3.006 2.185 -0.3911 -0.1363 0.0359 0.036
C -2.964 -2.013 1.561 0.2320 -0.0840 0.1602 -0.259
C -2.345 -0.842 1.142 0.0140 -0.0300 -0.0146 -0.163
C -0.982 -0.677 1.392 0.0209 -0.5673 0.3200 -0.063
H -4.058 -1.150 -6.228 0.0640 -0.0139 -0.0624 0.180
H -2.907 -1.615 -4.953 0.0467 -0.0326 -0.0335 0.172
H -2.502 -0.292 -6.084 0.0559 -0.0489 0.0150 0.160
H -1.361 -0.242 -3.993 0.0080 -0.1009 -0.1139 0.200
H -0.387 0.528 -1.891 0.0712 -0.1266 0.0085 0.197
H -4.098 2.364 -0.797 -0.0050 0.0469 0.1140 0.204
H -5.109 1.498 -2.884 -0.1394 0.0687 -0.0302 0.204
H 3.335 0.252 0.832 0.0160 0.2216 -0.1127 0.214
H 2.635 -1.556 -1.139 -0.0593 -0.1383 -0.1393 0.226
H -2.678 -3.951 2.468 0.0914 0.0075 -0.0081 0.205
H -4.017 -2.166 1.387 -0.0854 -0.0429 -0.0531 0.218
H -2.911 -0.077 0.636 0.0450 0.0739 -0.1169 0.254
C 2.651 4.642 0.569 0.0647 -0.0745 -0.0546 -0.633
C 2.405 3.160 0.662 -0.0571 -0.2415 0.3526 0.111
C 2.335 2.443 -0.542 0.1800 0.2362 -0.2693 -0.282
C 2.264 1.103 -0.770 0.1922 -0.1021 0.2244 0.234
C 2.266 0.653 -2.206 -0.2820 0.1478 -0.0307 -0.670
C 1.327 0.342 1.478 0.5736 1.7726 -0.6638 -0.214
Se 1.428 -1.525 2.589 0.3202 -1.8608 0.8469 0.493
C 1.660 1.473 2.365 -0.7251 -1.3253 -0.2234 0.152
C 1.362 1.284 3.821 -0.2513 0.4689 -0.0895 -0.651
C 2.172 2.669 1.951 0.9202 0.5752 -0.2329 -0.300
H 3.066 4.917 -0.397 0.0235 0.0382 -0.0522 0.211
H 3.337 4.971 1.350 -0.0112 0.0441 0.0177 0.213
H 1.710 5.180 0.699 -0.0375 0.0330 0.0108 0.231
H 2.376 3.067 -1.429 -0.0517 0.0156 -0.0730 0.198
H 1.920 1.455 -2.855 -0.0161 0.0235 -0.0145 0.222
H 1.646 -0.224 -2.381 -0.0407 0.0248 0.0664 0.241
H 3.284 0.396 -2.516 0.0475 -0.0903 0.1098 0.224
H 2.065 0.551 4.239 -0.1220 0.0093 -0.0695 0.230
H 0.356 0.891 3.972 0.0030 -0.0704 0.0664 0.235
H 1.468 2.215 4.375 -0.0552 0.0642 0.0213 0.207
H 2.318 3.406 2.736 -0.0226 0.0314 0.0665 0.195
I 0.481 -6.837 2.374 0.0888 0.0688 0.2032 -0.104
C 1.996 -5.417 3.342 0.4219 0.1195 -0.0722 -0.687
H 2.880 -5.515 2.712 -0.0889 -0.1129 -0.0399 0.185
H 2.167 -5.871 4.322 -0.1253 0.0917 -0.1242 0.177
```
Positions in Å, forces in eV/Å.

---

# 4
CH2F2N2 | wB97M-V/def2-TZVPD

Properties
Expectation value of S² = 2.007
2S+1 = 3
HOMO-LUMO gap (alpha / beta) = 7.836 / 10.401 eV
Molecular weight = 80.0 g mol⁻¹

The geometry in XYZ format:
```
7
Properties=species:S:1:pos:R:3:forces:R:3:lowdin_spin:R:1
C -1.119 -0.314 -0.135 1.3033 0.1396 1.0709 0.551
N -0.521 -0.275 -1.180 -3.4413 0.0121 -1.8792 0.303
N 0.986 0.108 1.316 1.4044 0.3976 -1.7964 0.815
F 0.758 1.376 0.914 0.0766 -0.5679 0.6411 0.138
F 1.519 -0.440 0.119 0.4465 0.2815 2.4495 0.096
H -2.045 -0.289 0.396 -0.9426 -0.2284 -0.7391 0.066
H 0.422 -0.167 -1.430 1.1531 -0.0344 0.2532 0.031
```
Positions in Å, forces in eV/Å.

---

Calculated values (kcal/mol) of energy above the lowest of the compared OMol25 structures with the same formula, charge and spin for the records, taken in order: 136.40 41.74 127.63 93.90.